{"formula": "C3H8O", "method": "ωB97M-V with the def2-TZVPD basis set", "homo_lumo_gap_ev": 9.571, "charge": 0, "e_homo_ev": -8.45, "smiles": "CCOC", "energy_ev": -5285.0483, "symbols": ["C", "C", "O", "C", "H", "H", "H", "H", "H", "H", "H", "H"], "coordinates": [[0.1808, -0.2834, -1.5225], [0.4829, 0.9405, -0.2037], [1.0349, 0.3982, 0.9381], [0.1273, -0.1331, 1.8728], [-0.8041, -0.8145, -1.5717], [0.3200, 0.2028, -2.4964], [0.9527, -0.9859, -1.2752], [-0.5267, 0.8148, -0.5288], [1.2199, 1.5928, -0.6570], [-0.5647, 0.6394, 2.2323], [-0.4483, -0.9547, 1.4269], [0.7140, -0.5237, 2.7111]], "forces_ev_per_angstrom": [[1.20, -0.11, 0.32], [0.24, -2.44, -2.58], [-0.16, -0.02, -0.15], [-0.22, -0.14, 0.07], [0.64, 0.71, 0.63], [0.24, -0.09, 0.35], [0.42, -0.68, -0.50], [-1.61, 2.42, 2.05], [-0.66, 0.31, -0.07], [0.06, -0.11, -0.03], [-0.01, 0.04, 0.11], [-0.14, 0.11, -0.20]], "mulliken_charge": [-1.127, -0.385, -0.304, -0.634, 0.319, 0.342, 0.333, 0.342, 0.331, 0.290, 0.275, 0.216]}

{"formula": "C3H8O2", "method": "ωB97M-V with the def2-TZVPD basis set", "homo_lumo_gap_ev": [3.183, 6.572], "spin_multiplicity": 2, "charge": -1, "s2": 0.75, "e_homo_ev": [0.62, -2.82], "energy_ev": -7333.5905, "symbols": ["C", "O", "H", "H", "H", "H", "O", "C", "C", "H", "H", "H", "H"], "coordinates": [[1.1667, 1.8729, -1.3509], [0.5854, 2.3613, -2.5519], [2.2310, 1.6986, -1.4797], [0.7293, 0.9203, -1.0399], [1.0324, 2.5634, -0.5185], [-0.1083, 2.9790, -2.3017], [-0.9087, -0.0126, 0.6888], [-0.6640, -0.9607, 1.5484], [-0.8438, -2.4223, 1.2089], [-0.4880, -0.6901, 2.6063], [0.0820, -2.9978, 1.1453], [-1.5875, -2.8979, 1.8665], [-1.2266, -2.4140, 0.1785]], "forces_ev_per_angstrom": [[-0.12, -0.64, 0.65], [0.04, 0.41, -0.24], [0.21, 0.22, -0.31], [-0.25, 0.10, 0.03], [0.01, 0.08, 0.01], [0.03, -0.25, -0.06], [-0.03, -0.16, -0.08], [0.48, 0.43, 0.18], [-0.25, 0.83, -0.63], [-0.14, -0.18, -0.04], [0.09, -0.31, 0.36], [0.13, -0.38, 0.01], [-0.20, -0.16, 0.13]], "mulliken_spin": [0.018, -0.008, 0.002, -0.007, 0.002, 0.002, 0.185, 0.826, -0.150, 0.016, 0.064, 0.035, 0.016]}

{"formula": "C3H8O2", "method": "ωB97M-V with the def2-TZVPD basis set", "homo_lumo_gap_ev": 11.048, "charge": 0, "e_homo_ev": -10.15, "smiles": "C[C@@H](O)CO", "energy_ev": -7334.7353, "symbols": ["C", "C", "O", "C", "O", "H", "H", "H", "H", "H", "H", "H", "H"], "coordinates": [[0.5615, -0.8304, 0.9761], [0.4764, 0.5649, 0.1443], [1.2490, 0.6341, -1.0292], [-0.9652, 0.7127, -0.3392], [-1.0364, -0.2731, -1.3734], [0.1304, -1.8090, 0.6447], [0.0729, -0.6806, 1.9478], [1.6090, -1.0716, 1.1559], [0.8149, 1.3661, 0.8203], [0.6019, 0.2698, -1.6872], [-1.6673, 0.4728, 0.4608], [-1.2257, 1.6762, -0.7961], [-0.6214, -1.0319, -0.9249]], "forces_ev_per_angstrom": [[0.30, 0.56, 0.04], [-0.34, -0.72, 0.67], [-0.07, -0.56, -0.11], [-0.11, -0.05, 0.28], [-0.56, -0.40, 0.17], [0.04, 1.00, -0.60], [0.21, 0.22, -0.12], [0.05, 0.19, 0.06], [-0.21, -0.35, -0.13], [1.04, 0.37, 0.13], [-0.15, 0.13, 0.01], [0.31, -0.21, 0.21], [-0.50, -0.18, -0.60]], "mulliken_charge": [-1.181, -0.006, -0.592, -0.356, -0.573, 0.329, 0.346, 0.316, 0.357, 0.457, 0.274, 0.282, 0.349]}

{"formula": "C3H8O2", "method": "ωB97M-V with the def2-TZVPD basis set", "homo_lumo_gap_ev": 10.468, "charge": 0, "e_homo_ev": -9.55, "smiles": "C=CCO.O", "energy_ev": -7333.8063, "symbols": ["C", "C", "C", "O", "H", "H", "H", "H", "H", "H", "O", "H", "H"], "coordinates": [[-0.7159, -0.9563, -0.9488], [0.6115, -0.5022, -0.9725], [0.8416, 0.9620, -1.4142], [0.7304, 1.8987, -0.2939], [-1.0010, -1.8170, -0.3179], [-1.6112, -0.4714, -1.2893], [1.4080, -0.9742, -0.4439], [1.8819, 1.0906, -1.7582], [0.0929, 1.1878, -2.2588], [0.1865, 2.5987, -0.5034], [-0.8207, -1.1148, 3.0586], [-0.7772, -1.6973, 3.8148], [-0.8266, -0.2044, 3.3276]], "forces_ev_per_angstrom": [[3.38, -0.25, 1.53], [-4.71, 1.37, -0.05], [-0.23, -0.11, -0.65], [1.70, -3.23, 0.23], [0.59, 0.08, -0.65], [0.23, 0.75, -0.62], [0.26, -0.58, 0.18], [-0.50, -0.10, -0.30], [1.16, -0.07, 1.28], [-1.88, 2.18, -0.92], [-0.05, -0.67, -0.93], [0.01, 0.25, 0.39], [0.05, 0.39, 0.51]], "mulliken_charge": [-0.699, -0.016, -0.419, -0.499, 0.229, 0.257, 0.337, 0.222, 0.307, 0.278, -0.623, 0.311, 0.314]}

{"formula": "C3H8O2", "method": "ωB97M-V with the def2-TZVPD basis set", "homo_lumo_gap_ev": 10.957, "charge": 0, "e_homo_ev": -10.14, "smiles": "C[C@@H](O)CO", "energy_ev": -7335.4215, "symbols": ["C", "C", "O", "C", "O", "H", "H", "H", "H", "H", "H", "H", "H"], "coordinates": [[-1.5939, 0.2437, 0.3120], [-0.3130, -0.4373, -0.1333], [-0.2616, -0.4158, -1.5452], [0.9274, 0.2527, 0.4151], [2.0487, -0.4178, -0.1471], [-1.5259, 1.3301, 0.1861], [-1.8093, 0.0203, 1.3630], [-2.4261, -0.1136, -0.3011], [-0.3087, -1.4795, 0.2280], [0.6345, -0.7130, -1.7651], [0.9035, 1.3072, 0.1046], [0.9517, 0.2118, 1.5147], [2.7726, 0.2114, -0.2318]], "forces_ev_per_angstrom": [[-0.03, 0.02, 0.04], [-0.08, 0.02, 0.35], [0.20, -0.10, -0.12], [-0.29, 0.16, 0.12], [0.28, 0.14, 0.00], [-0.01, -0.14, 0.00], [0.04, 0.08, -0.17], [0.11, 0.00, 0.13], [0.01, 0.11, -0.09], [-0.18, 0.08, -0.10], [0.02, -0.15, 0.02], [-0.02, -0.05, -0.19], [-0.05, -0.16, 0.02]], "mulliken_charge": [-1.254, 0.392, -0.564, -0.530, -0.524, 0.328, 0.358, 0.323, 0.201, 0.352, 0.342, 0.268, 0.308]}

{"formula": "C3H8O2", "method": "ωB97M-V with the def2-TZVPD basis set", "homo_lumo_gap_ev": 11.169, "charge": 0, "e_homo_ev": -10.12, "smiles": "COCOC", "energy_ev": -7334.4783, "symbols": ["C", "O", "C", "O", "C", "H", "H", "H", "H", "H", "H", "H", "H"], "coordinates": [[1.0751, -1.5460, 0.3824], [-0.2815, -1.3990, 0.1018], [-0.6910, -0.0930, 0.2830], [-0.0071, 0.7336, -0.6413], [-0.2084, 2.0698, -0.2973], [1.6858, -1.1280, -0.4230], [1.3417, -1.0545, 1.3428], [1.2949, -2.6245, 0.4158], [-0.5163, 0.2786, 1.3230], [-1.7786, -0.1069, 0.0933], [0.2340, 2.6945, -1.1219], [0.2589, 2.3560, 0.6642], [-1.2649, 2.3225, -0.1863]], "forces_ev_per_angstrom": [[1.13, -0.56, 0.11], [-0.58, 0.26, 0.24], [-0.48, -0.24, -0.22], [-0.39, -0.31, 0.57], [0.61, 1.45, -0.62], [0.03, 0.13, 0.16], [-0.05, -0.32, -0.39], [-0.14, 0.39, 0.22], [0.16, -0.24, -0.41], [0.28, 0.26, -0.03], [-0.47, -0.55, 0.89], [0.12, -0.25, -0.30], [-0.21, -0.03, -0.23]], "mulliken_charge": [-0.622, -0.335, -0.322, -0.304, -0.668, 0.250, 0.282, 0.234, 0.350, 0.316, 0.220, 0.290, 0.309]}

{"formula": "C3H8O2", "method": "ωB97M-V with the def2-TZVPD basis set", "homo_lumo_gap_ev": [11.648, 3.868], "spin_multiplicity": 2, "charge": 1, "s2": 0.76, "e_homo_ev": [-15.10, -13.74], "energy_ev": -7324.0670, "symbols": ["O", "C", "H", "H", "C", "O", "C", "H", "H", "H", "H", "H", "H"], "coordinates": [[-1.8948, 0.4980, -1.1512], [-2.4219, 1.5731, -1.2408], [-3.4902, 1.6518, -1.5494], [-1.7789, 2.4772, -1.3379], [0.8665, -1.1182, 1.0874], [-0.0048, -0.0916, 1.5364], [1.5556, -0.6518, -0.3107], [1.6708, -1.3765, 1.8014], [0.2174, -1.9535, 0.8234], [0.4925, 0.5691, 2.0549], [1.6831, 0.4386, -0.1503], [2.4061, -1.2911, -0.5169], [0.6985, -0.7251, -1.0462]], "forces_ev_per_angstrom": [[0.02, -0.10, 0.76], [0.37, -0.04, -1.85], [0.20, 0.08, 0.64], [-0.41, 0.01, 0.59], [-1.08, 0.19, 0.35], [1.27, -1.16, -0.61], [-2.29, 1.34, -0.27], [-0.29, 0.45, -0.21], [0.11, -0.01, 0.17], [-0.02, 0.00, 0.06], [0.87, -0.79, -0.39], [0.12, 0.22, 0.08], [1.14, -0.20, 0.66]], "mulliken_spin": [0.188, -0.015, 0.025, 0.023, 0.088, 0.470, 0.185, 0.025, 0.009, -0.012, 0.000, 0.007, 0.008]}

{"formula": "C3H8O2P", "method": "ωB97M-V with the def2-TZVPD basis set", "homo_lumo_gap_ev": 7.656, "charge": -1, "e_homo_ev": -3.68, "smiles": "CC[P@@](C)(=O)[O-]", "energy_ev": -16625.7222, "symbols": ["C", "C", "P", "C", "O", "O", "H", "H", "H", "H", "H", "H", "H", "H"], "coordinates": [[1.4867, 0.8724, 0.1613], [0.2303, 0.9492, -0.6744], [-1.2699, 0.0543, 0.0840], [-0.5987, -1.6291, 0.3155], [-1.6144, 0.8166, 1.3336], [-2.5809, -0.0102, -1.1384], [1.4032, 0.6678, 1.3369], [2.0736, -0.0716, -0.0830], [2.0207, 1.7130, -0.1252], [0.3325, 0.6193, -1.6807], [-0.0765, 1.9739, -0.8657], [-0.1896, -2.1794, -0.4571], [0.1186, -1.5176, 1.0132], [-1.3356, -2.2585, 0.7801]], "forces_ev_per_angstrom": [[-0.03, -3.65, 1.93], [-2.00, -0.53, 0.95], [-4.68, 1.57, -5.41], [-2.79, 0.70, 0.20], [0.52, -1.03, 0.10], [5.12, -0.08, 4.24], [-0.39, 1.31, -2.44], [-0.43, 1.14, -0.23], [1.73, 1.53, 0.27], [0.53, -0.90, -0.82], [-0.27, 0.31, 0.63], [0.63, -0.58, -2.20], [2.75, 0.37, 2.60], [-0.69, -0.17, 0.18]], "mulliken_charge": [-0.989, -0.690, 0.836, -1.214, -0.744, -0.877, 0.206, 0.235, 0.381, 0.386, 0.361, 0.376, 0.399, 0.334]}

{"formula": "C3H8O2P", "method": "ωB97M-V with the def2-TZVPD basis set", "homo_lumo_gap_ev": 8.415, "charge": -1, "e_homo_ev": -4.30, "smiles": "CC[P@@](C)(=O)[O-]", "energy_ev": -16627.6636, "symbols": ["C", "C", "P", "C", "O", "O", "H", "H", "H", "H", "H", "H", "H", "H"], "coordinates": [[-1.4171, 0.7495, 0.0972], [-0.0507, 1.2209, -0.3578], [1.3592, 0.0622, 0.0696], [0.3551, -1.7344, 0.0972], [2.3614, 0.0728, -1.0291], [1.8103, 0.3353, 1.4622], [-1.7514, -0.0916, -0.5083], [-1.3638, 0.4245, 1.1343], [-2.1635, 1.5480, 0.0186], [0.2147, 2.1512, 0.1550], [-0.0336, 1.4075, -1.4314], [1.1455, -2.4559, 0.3029], [-0.3962, -1.7646, 0.8752], [-0.0699, -1.9255, -0.8858]], "forces_ev_per_angstrom": [[-0.08, 0.13, 0.01], [0.65, -0.10, 0.13], [-1.46, -1.48, 0.07], [1.63, 1.91, -0.28], [0.01, -0.21, -0.64], [-0.27, 0.02, 0.60], [-0.10, -0.07, 0.04], [-0.13, -0.03, 0.12], [-0.01, -0.08, 0.02], [0.01, 0.02, -0.09], [0.03, 0.00, -0.08], [-0.04, -0.09, 0.01], [-0.14, 0.03, 0.15], [-0.09, -0.05, -0.07]], "mulliken_charge": [-1.115, -0.480, 0.838, -1.128, -0.763, -0.760, 0.277, 0.269, 0.353, 0.313, 0.296, 0.324, 0.305, 0.271]}

{"formula": "C3H8O2S", "method": "ωB97M-V with the def2-TZVPD basis set", "homo_lumo_gap_ev": 7.697, "charge": 0, "e_homo_ev": -9.50, "energy_ev": -18166.7959, "symbols": ["O", "C", "C", "C", "S", "H", "H", "H", "H", "H", "H", "H", "H", "O"], "coordinates": [[-0.7613, -2.9280, 0.3440], [-0.5981, -1.9666, 1.0861], [0.0486, -0.7625, 0.7443], [0.0972, -0.5857, -0.7871], [0.4486, 1.0836, -1.3184], [-0.9809, -1.9612, 2.1330], [-0.5553, 0.1271, 1.2777], [1.0630, -0.8481, 1.1952], [-0.8204, -0.7797, -1.2697], [0.7740, -1.2876, -1.2603], [-1.2765, 1.0894, -0.2057], [0.8164, 3.6302, 0.9236], [0.1728, 2.5669, 0.2662], [0.3044, 2.9298, 1.1278]], "forces_ev_per_angstrom": [[0.15, 1.17, 1.00], [-1.83, -3.51, 0.44], [0.41, 3.31, -0.74], [1.23, -0.38, 0.46], [-3.33, 0.18, 1.68], [0.02, -0.49, -0.15], [1.55, -1.65, -1.09], [-0.49, 0.61, -0.16], [-1.14, -0.67, -0.03], [0.50, -0.07, 0.16], [2.87, 1.14, -2.17], [2.81, 3.96, -0.46], [-0.35, -0.87, -0.69], [-2.39, -2.73, 1.74]], "mulliken_charge": [-0.498, -0.024, -0.014, -1.001, -0.175, 0.328, 0.267, 0.148, 0.461, 0.422, 0.154, 0.256, 0.210, -0.535]}

{"formula": "C3H8O2S", "method": "ωB97M-V with the def2-TZVPD basis set", "homo_lumo_gap_ev": 10.255, "charge": 0, "e_homo_ev": -9.56, "smiles": "O=CCCS.O", "energy_ev": -18170.2747, "symbols": ["O", "C", "C", "C", "S", "H", "H", "H", "H", "H", "H", "O", "H", "H"], "coordinates": [[1.4462, 0.6650, -0.8970], [0.2683, 0.5640, -0.7612], [-0.5582, 0.9181, 0.4843], [-1.7135, -0.1246, 0.5766], [-2.8381, 0.2186, 1.9506], [-0.3599, 0.0892, -1.5837], [-0.9807, 1.9149, 0.3481], [0.0590, 0.7846, 1.3793], [-2.2777, 0.0140, -0.3440], [-1.2761, -1.1096, 0.7352], [-3.7400, -0.7513, 1.6818], [4.1510, -1.1189, -1.5468], [4.4611, -1.4548, -0.7071], [3.3584, -0.6090, -1.3161]], "forces_ev_per_angstrom": [[0.78, 0.20, 0.18], [-1.56, -0.67, -0.10], [-0.13, -1.32, 0.01], [0.40, 0.91, -0.24], [-0.15, 0.09, 0.25], [0.41, 0.47, 0.39], [0.20, 0.12, 0.29], [0.08, 0.70, -0.20], [-0.04, -0.71, -0.09], [-0.19, -0.07, -0.47], [0.28, 0.20, -0.02], [-0.42, 0.24, -0.06], [0.16, -0.13, 0.23], [0.19, -0.04, -0.18]], "mulliken_charge": [-0.458, -0.033, -0.474, -0.661, -0.222, 0.294, 0.360, 0.315, 0.361, 0.368, 0.129, -0.639, 0.306, 0.353]}

{"formula": "C3H8O2S", "method": "ωB97M-V with the def2-TZVPD basis set", "homo_lumo_gap_ev": 9.949, "charge": 0, "e_homo_ev": -9.39, "smiles": "C[C@H](CO)OS", "energy_ev": -18168.7174, "symbols": ["C", "C", "C", "O", "O", "S", "H", "H", "H", "H", "H", "H", "H", "H"], "coordinates": [[-0.4775, 1.0374, -0.7443], [0.0791, 0.2168, 0.3841], [0.0372, -1.2819, 0.0373], [1.1656, -1.6132, -0.9204], [-0.8604, 0.3567, 1.5328], [-0.5170, -0.6926, 2.8526], [-1.5712, 0.8733, -0.8844], [-0.2736, 2.2028, -0.7379], [0.1405, 0.6800, -1.6713], [1.1299, 0.4660, 0.8388], [0.2708, -1.8792, 0.9147], [-0.9299, -1.4667, -0.4967], [0.8986, -1.2452, -1.8562], [-0.0743, 0.3111, 3.5325]], "forces_ev_per_angstrom": [[1.57, 1.85, -1.91], [0.53, -0.69, 2.66], [1.53, 0.52, -2.72], [-2.20, 1.40, -1.42], [0.35, -0.86, -0.17], [-0.73, 0.42, -1.53], [0.91, -0.06, 0.09], [-0.43, -2.42, 0.44], [-1.42, 0.68, 1.31], [-1.72, -0.14, -1.40], [-0.39, -0.15, -0.28], [0.65, -0.31, 0.88], [0.72, -1.11, 2.84], [0.63, 0.88, 1.21]], "mulliken_charge": [-1.123, 0.646, -0.648, -0.556, -0.369, -0.120, 0.304, 0.293, 0.255, 0.190, 0.369, 0.297, 0.327, 0.135]}